This record from OMol25 describes 3 unconnected molecules or ions with the total composition C21H45BBrClFN4O9S2. The level of theory is ωB97M-V/def2-TZVPD.

Element x y z (Å)
C (5.37, 2.22, 1.71)
C (3.76, 2.37, 1.87)
C (2.91, 1.20, 1.16)
Br (1.28, 2.18, 0.44)
C (2.62, -0.11, 2.05)
B (1.66, 0.34, 3.34)
O (1.29, -0.59, 4.42)
O (1.22, 1.68, 3.62)
C (-0.26, 1.74, 3.56)
C (1.89, -1.23, 1.07)
C (0.54, -1.83, 1.70)
C (-0.31, -2.90, 0.85)
C (-1.04, -2.24, -0.43)
C (-2.61, -2.05, -0.11)
S (-3.29, -0.49, -0.88)
O (-2.30, 0.22, -1.76)
O (-3.75, 0.46, 0.19)
Cl (-4.93, -1.00, -2.10)
N (2.84, -2.23, 0.45)
N (2.75, -3.47, 1.16)
S (2.56, -2.65, -1.23)
O (3.74, -3.41, -1.85)
O (2.29, -1.50, -2.14)
F (1.35, -3.79, -1.51)
C (4.31, -1.88, 0.50)
O (4.81, -1.04, -0.59)
C (6.11, -1.49, -0.96)
N (6.99, -2.21, -1.38)
C (4.86, -1.24, 1.84)
N (3.79, -0.73, 2.71)
C (4.43, -0.14, 3.88)
C (4.28, -0.99, 5.29)
H (5.67, 1.66, 0.76)
H (5.87, 1.79, 2.67)
H (5.77, 3.31, 1.65)
H (3.50, 3.35, 1.31)
H (3.53, 2.57, 2.96)
H (3.48, 0.98, 0.18)
H (0.34, -0.85, 4.29)
H (-0.55, 1.04, 2.68)
H (-0.59, 2.79, 3.25)
H (-0.76, 1.36, 4.52)
H (1.50, -0.65, 0.14)
H (-0.29, -1.03, 1.86)
H (0.79, -2.39, 2.68)
H (0.20, -3.90, 0.66)
H (-1.20, -3.17, 1.56)
H (-0.97, -2.90, -1.35)
H (-0.56, -1.21, -0.59)
H (-3.18, -2.95, -0.54)
H (-2.87, -1.99, 1.00)
H (3.16, -4.24, 0.61)
H (3.14, -3.39, 2.11)
H (4.88, -2.89, 0.39)
H (5.42, -2.07, 2.45)
H (5.69, -0.48, 1.58)
H (5.58, -0.24, 3.73)
H (4.32, 0.97, 4.11)
H (5.28, -1.23, 5.76)
H (3.56, -0.44, 6.01)
H (3.74, -1.97, 5.01)
C (-7.74, -1.79, -6.56)
C (-8.09, -0.45, -5.95)
C (-6.93, 0.53, -6.06)
O (-8.43, -0.63, -4.58)
H (-6.89, -2.25, -6.04)
H (-8.58, -2.49, -6.47)
H (-7.49, -1.69, -7.62)
H (-8.97, -0.03, -6.45)
H (-6.05, 0.15, -5.52)
H (-7.19, 1.49, -5.61)
H (-6.65, 0.70, -7.10)
H (-7.66, -0.99, -4.12)
C (-3.54, 3.49, -1.91)
C (-2.77, 4.20, -0.81)
C (-2.45, 5.64, -1.20)
O (-1.54, 3.50, -0.55)
H (-2.96, 3.45, -2.84)
H (-3.75, 2.46, -1.63)
H (-4.49, 4.00, -2.12)
H (-3.35, 4.19, 0.11)
H (-1.83, 5.67, -2.10)
H (-1.89, 6.13, -0.41)
H (-3.37, 6.20, -1.39)
H (-1.02, 3.51, -1.37)

Summary:
**Kohn-Sham gap**: 5.530 eV
**Lowest unoccupied orbital energy**: -0.218 Eh
**Total charge**: +1
**Energy**: -5678.0107 a.u.